(1)
A cluster of 14 separate species, C18H64N12O14 in total. Source: OMol25; level of theory: wB97M-V/def2-TZVPD.

Calculated values
ΔE to the lowest compared entry with this formula, charge and spin in eV: 6.749
Gap between HOMO and LUMO in eV: 8.05
E_HOMO in eV: -8.6790
Spin multiplicity: 1

XYZ file:
```
108
Properties=species:S:1:pos:R:3:lowdin_charge:R:1
C -3.4901 0.5215 1.2715 -0.090
C -4.6823 0.3399 0.3630 -0.306
O -5.7045 1.2439 0.7848 -0.076
H -2.8130 -0.2788 1.2371 0.023
H -3.7777 0.6586 2.3031 0.079
H -2.9276 1.4344 1.0530 0.070
H -5.1596 -0.6438 0.5048 0.101
H -4.2929 0.3724 -0.6657 0.101
H -6.4427 1.0176 0.2065 0.076
C 3.5604 -2.6890 -3.0356 -0.082
C 3.1786 -4.0692 -3.6383 -0.332
O 3.8451 -4.1269 -4.8602 -0.089
H 4.6966 -2.6242 -2.9886 0.097
H 3.1518 -2.5616 -2.0213 0.043
H 3.0591 -1.8043 -3.5778 0.061
H 2.0999 -4.1046 -3.8546 0.090
H 3.4291 -4.8769 -2.9703 0.106
H 3.3229 -3.5725 -5.4693 0.097
C -4.1604 -3.4531 1.3202 -0.092
C -3.1968 -2.9880 2.3927 -0.349
O -3.2423 -3.9130 3.4246 -0.081
H -5.2036 -3.7878 1.6422 0.108
H -3.6277 -4.1698 0.6630 0.080
H -4.3575 -2.6664 0.6056 0.031
H -3.5219 -2.0508 2.7765 0.087
H -2.1603 -2.8976 1.9998 0.099
H -3.7055 -4.6838 3.0607 0.077
C -2.0813 2.9555 -1.5185 -0.063
C -1.6745 1.5630 -1.9371 -0.353
O -0.3364 1.5553 -2.1802 -0.112
H -3.1312 3.0013 -1.3481 0.063
H -1.9774 3.7543 -2.2711 0.087
H -1.6255 3.2195 -0.5540 0.061
H -2.2860 1.2021 -2.7778 0.108
H -1.9163 0.8511 -1.1193 0.102
H -0.0772 0.6532 -2.4007 0.048
C -1.7147 4.3108 4.8113 -0.700
O -1.9515 3.2965 5.6432 -0.091
N -2.1291 5.4598 5.0748 0.164
N -1.1544 4.1639 3.6818 0.203
H -2.6372 5.5529 5.9464 0.126
H -2.1544 6.3201 4.4807 0.151
H -0.9869 3.2381 3.3280 0.065
H -1.2370 4.8915 3.0055 0.101
C 4.0437 1.5257 -1.8573 -0.589
O 3.0834 0.5065 -1.8756 -0.114
N 5.2764 1.3237 -1.5233 0.169
N 3.7480 2.6521 -2.3703 0.158
H 5.5452 0.3484 -1.3074 0.162
H 6.0599 2.0579 -1.6311 0.190
H 2.8839 2.6052 -2.9208 0.144
H 4.4246 3.3304 -2.7315 0.157
C 1.3135 3.9764 0.2545 -0.671
O 0.1016 4.3032 0.7280 -0.081
N 2.4119 4.3743 0.8122 0.155
N 1.5186 3.2193 -0.8003 0.153
H 2.1358 4.7556 1.7906 0.170
H 3.2604 3.7786 0.9069 0.088
H 0.7606 2.8498 -1.3647 0.080
H 2.4859 3.2098 -1.1595 0.071
C 0.1904 -0.2861 0.4460 -0.598
O -0.6590 -1.1649 0.9778 -0.119
N 1.0641 -0.7346 -0.3911 0.177
N 0.1769 0.9676 0.6657 0.236
H 0.7903 -1.6478 -0.7401 0.076
H 1.7522 -0.1442 -0.9018 0.084
H -0.5247 1.3371 1.3020 0.081
H 0.7696 1.7097 0.2362 0.084
C 0.2534 -0.9123 -4.1870 -0.712
O 0.4293 -2.2157 -3.9775 -0.067
N -0.8516 -0.3982 -4.5794 0.163
N 1.1907 -0.0966 -3.8800 0.165
H -1.5250 -1.2233 -4.7509 0.171
H -1.1550 0.5861 -4.7507 0.149
H 1.9791 -0.4560 -3.3905 0.048
H 1.1950 0.9170 -3.9527 0.120
C -1.4645 0.4580 3.9213 -0.619
O -1.1755 1.4447 3.0173 -0.133
N -1.8801 0.6974 5.1158 0.193
N -1.1572 -0.7662 3.7349 0.174
H -2.0509 1.6855 5.3209 0.051
H -2.3842 0.0095 5.5444 0.081
H -0.8917 -0.9087 2.7259 0.080
H -1.1746 -1.6243 4.3617 0.167
C 0.0264 -3.9946 -0.0866 -0.154
O 0.6458 -3.2697 -1.1074 -0.150
H -0.0518 -3.3909 0.8103 0.070
H 0.4797 -4.9937 0.1625 0.109
H -0.9602 -4.1503 -0.3630 0.046
H 0.6526 -3.8324 -1.9104 0.106
C -2.2708 -2.1613 -2.1872 -0.155
O -2.4358 -1.8894 -0.8239 -0.133
H -1.6388 -1.3815 -2.5450 0.025
H -3.2403 -2.0115 -2.7188 0.098
H -1.8826 -3.1614 -2.4146 0.080
H -1.5906 -1.8727 -0.3712 0.010
C 3.3270 -2.6666 1.1516 -0.141
O 3.4599 -1.5150 0.3217 -0.184
H 2.7769 -2.4209 2.0606 0.075
H 4.2944 -3.1863 1.3108 0.083
H 2.6377 -3.4263 0.6205 0.082
H 2.5453 -1.2800 0.1155 -0.020
C 3.4582 1.4580 1.6725 -0.138
O 4.6152 2.1522 1.1720 -0.154
H 3.7148 0.3929 1.7288 0.071
H 2.5705 1.5202 1.0706 0.030
H 3.2134 1.7912 2.7344 0.118
H 4.8968 1.6241 0.3855 0.037
```

=====

(2)
A cluster of 14 separate species, C18H64O14 in total. Source: OMol25; level of theory: wB97M-V/def2-TZVPD.

Calculated values
ΔE to the lowest compared entry with this formula, charge and spin in eV: 2.596
Gap between HOMO and LUMO in eV: 8.77
E_HOMO in eV: -9.0358
Spin multiplicity: 1

XYZ file:
```
96
Properties=species:S:1:pos:R:3:lowdin_charge:R:1
O 4.3169 1.5681 -1.0254 -0.032
H 3.8083 0.7983 -0.7707 0.002
H 4.5759 1.9698 -0.1961 0.010
O 2.4229 -2.8735 2.1303 -0.021
H 2.8941 -3.3619 2.8054 0.061
H 1.8922 -3.5329 1.6834 0.068
O 3.3087 -0.9677 0.3113 -0.040
H 2.7327 -0.2682 0.6198 0.029
H 2.9360 -1.7670 0.6833 0.019
O -3.3752 -3.4609 1.0783 -0.081
H -2.8929 -2.8956 1.6816 -0.029
H -2.7026 -4.0071 0.6715 -0.041
O -1.6991 -1.7804 2.1690 -0.063
H -1.0061 -1.2895 1.7274 -0.022
H -1.3540 -1.9465 3.0462 0.027
O 0.3742 -2.8373 4.0823 -0.034
H 0.5523 -2.2246 4.7958 0.044
H 1.2193 -3.2497 3.9034 0.007
O 2.8526 -2.0945 -1.9426 -0.054
H 3.4637 -1.7521 -2.5949 0.041
H 3.1292 -1.6915 -1.1197 -0.044
O -0.1869 -0.2217 0.7458 -0.033
H -0.2356 -0.3033 -0.2067 0.029
H 0.4834 0.4451 0.8955 0.016
C 3.1481 0.6371 3.6896 -0.037
C 1.7451 0.8667 3.1763 -0.497
C 0.9282 1.8110 3.9624 -0.037
O 1.8520 1.3052 1.8279 -0.081
H 3.7296 -0.0569 3.0828 0.078
H 3.1789 0.2682 4.7149 0.083
H 3.6844 1.5856 3.7198 0.077
H 1.2601 -0.1009 3.0475 0.127
H -0.0396 1.8513 3.4625 0.081
H 1.2366 2.8510 3.8557 0.089
H 0.6721 1.5940 4.9994 0.090
H 2.4640 2.0389 1.9218 0.048
C -4.0047 2.2910 2.6644 -0.046
C -3.6643 2.2168 1.0839 -0.423
C -3.3253 0.7383 0.7424 -0.054
O -4.8730 2.5996 0.4410 -0.065
H -3.2076 1.7809 3.2051 0.054
H -4.8608 1.7106 3.0082 0.074
H -4.1550 3.3222 2.9842 0.060
H -2.8166 2.8348 0.7881 0.122
H -3.0425 0.5704 -0.2969 0.057
H -4.2089 0.1006 0.7154 0.085
H -2.6329 0.2429 1.4230 0.046
H -4.9492 3.5406 0.6153 0.079
C 2.3634 5.2603 0.7185 -0.034
C 3.6345 4.3935 0.6159 -0.463
C 4.9278 5.3084 0.6129 -0.036
O 3.7694 3.3978 1.5935 -0.068
H 1.4935 4.7179 1.0890 0.074
H 2.0883 5.5317 -0.3007 0.082
H 2.5176 6.1325 1.3538 0.079
H 3.6266 3.9042 -0.3580 0.111
H 5.0954 5.7987 1.5719 0.076
H 4.7648 6.1011 -0.1172 0.082
H 5.8390 4.7202 0.5036 0.073
H 4.7000 3.2129 1.7396 0.096
C -1.6302 -5.7753 -2.1095 -0.062
C -0.9655 -5.1650 -0.8808 -0.424
C -1.1253 -3.5784 -0.8685 -0.042
O -1.7680 -5.6296 0.2134 -0.078
H -1.0390 -5.3847 -2.9377 0.077
H -2.6857 -5.5078 -2.1586 0.089
H -1.5655 -6.8619 -2.0532 0.073
H 0.0612 -5.5016 -0.7375 0.131
H -0.8070 -3.3319 0.1444 0.056
H -2.1530 -3.2188 -0.9181 0.076
H -0.3739 -3.0447 -1.4504 0.071
H -1.2578 -6.2829 0.6976 0.094
C -3.8677 0.1396 -3.7492 -0.073
C -3.8832 -1.3193 -3.7452 -0.551
C -2.5445 -1.9397 -3.7921 -0.061
O -4.5204 -1.7599 -2.5834 -0.010
H -4.8143 0.6159 -4.0047 0.092
H -3.0949 0.5242 -4.4147 0.082
H -3.5500 0.5823 -2.8052 0.067
H -4.3367 -1.6011 -4.6955 0.138
H -1.9334 -1.5981 -4.6275 0.081
H -2.6654 -3.0220 -3.8391 0.084
H -1.9191 -1.7041 -2.9311 0.067
H -4.9193 -0.9945 -2.1630 0.085
C -0.4931 1.9384 -2.6619 -0.033
C 0.3293 0.7154 -3.1659 -0.425
C 1.6765 1.1917 -3.6676 -0.054
O 0.5852 -0.1428 -2.0183 -0.083
H -0.4048 2.1828 -1.6034 0.072
H -1.5448 1.6534 -2.6920 0.052
H -0.1629 2.8568 -3.1473 0.076
H -0.3199 0.2276 -3.8931 0.118
H 1.4663 1.9177 -4.4530 0.079
H 2.2810 0.3730 -4.0579 0.082
H 2.1911 1.8027 -2.9260 0.080
H 1.3062 -0.6918 -2.3353 0.037
```

=====

(3)
A cluster of 16 separate species, C18H68N10O16 in total. Source: OMol25; level of theory: wB97M-V/def2-TZVPD.

Calculated values
ΔE to the lowest compared entry with this formula, charge and spin in eV: 1.081
Gap between HOMO and LUMO in eV: 7.49
E_HOMO in eV: -7.7576
Spin multiplicity: 1

XYZ file:
```
112
Properties=species:S:1:pos:R:3:lowdin_charge:R:1
C 1.2809 -4.1954 0.0933 -0.045
C 2.3899 -3.2084 0.0843 -0.323
O 3.5129 -3.6664 0.7533 -0.061
H 1.6159 -5.1494 -0.1687 0.064
H 0.5729 -3.7154 -0.6137 0.068
H 0.6619 -4.2054 0.9823 0.045
H 2.0299 -2.3654 0.5453 0.065
H 2.8049 -3.0494 -0.8707 0.085
H 4.2739 -3.1894 0.4763 0.070
C 0.7399 0.1326 0.9333 -0.044
C 0.1779 -0.4034 -0.4257 -0.270
O -0.6901 0.6186 -0.8347 -0.119
H 1.6559 -0.3574 1.1663 0.042
H -0.0451 0.0276 1.7213 0.088
H 1.0389 1.1576 0.7083 0.052
H -0.3001 -1.3564 -0.1557 0.094
H 0.9749 -0.6064 -1.1467 0.088
H -1.1571 0.2606 -1.6397 0.077
C 3.9289 -2.0644 -3.3337 -0.646
O 2.7159 -1.7334 -2.8197 -0.110
N 4.1119 -3.2004 -3.9407 0.159
N 5.0269 -1.4994 -2.9617 0.158
H 3.3379 -3.8204 -4.0747 0.113
H 4.9939 -3.6204 -4.2477 0.127
H 4.7999 -0.6054 -2.4617 0.154
H 5.9279 -1.7314 -3.4317 0.142
C -0.8611 4.1286 3.1473 -0.638
O -1.9511 4.7866 3.6003 -0.078
N 0.2369 4.7106 2.7513 0.152
N -0.7291 2.8216 2.9883 0.120
H 0.1549 5.7656 2.8613 0.160
H 1.1139 4.2946 2.4073 0.080
H -1.6191 2.2636 3.3633 0.133
H 0.1169 2.3896 2.6823 0.077
C -2.2481 -4.1174 -1.9127 -0.593
O -1.9991 -3.5424 -0.6687 -0.088
N -1.6141 -5.1284 -2.4327 0.175
N -3.0701 -3.5374 -2.7127 0.147
H -1.0601 -5.6534 -1.6987 0.157
H -1.6151 -5.4084 -3.4377 0.148
H -3.4741 -2.7144 -2.3247 0.070
H -3.6201 -4.0974 -3.4057 0.182
C -2.9481 0.4996 3.6053 -0.688
O -2.7061 -0.4344 4.5843 -0.152
N -3.2751 1.7236 3.9103 0.129
N -2.9041 0.1796 2.3653 0.171
H -3.3631 2.1196 4.9153 0.185
H -3.5531 2.3936 3.1403 0.087
H -2.6281 -0.7964 2.0823 0.104
H -2.6781 0.9366 1.6453 0.069
C -3.2411 2.8536 0.6013 -0.607
O -4.0341 3.4446 1.5913 -0.116
N -2.1001 2.2716 0.8223 0.126
N -3.5561 2.8376 -0.6357 0.157
H -1.5211 2.5716 1.6723 0.067
H -1.6671 1.6636 0.1033 0.087
H -4.4891 3.1676 -0.8407 0.144
H -3.0821 2.3246 -1.3957 0.086
C 3.2159 -1.6884 3.4103 -0.166
O 3.5509 -1.8174 4.7893 -0.086
H 3.5359 -2.6384 2.9143 0.081
H 3.7399 -0.9254 2.7993 0.088
H 2.1409 -1.5904 3.2893 0.047
H 3.7289 -2.7294 4.7843 0.042
C 1.6339 1.3866 -3.3717 -0.187
O 2.6119 2.3636 -3.2947 -0.121
H 1.5019 1.0796 -4.4397 0.097
H 0.6709 1.8486 -3.2087 0.045
H 1.9259 0.6086 -2.6777 0.056
H 2.0299 3.1536 -3.3687 0.089
C -0.3701 -2.0084 -3.5247 -0.097
O -1.6281 -1.4634 -3.0457 -0.166
H 0.0319 -1.3484 -4.2237 0.051
H -0.6401 -2.9694 -4.0077 0.078
H 0.3489 -2.2794 -2.7097 0.070
H -2.1201 -2.3074 -2.9077 -0.015
C 0.0109 4.1106 -0.9007 -0.132
O -1.2581 3.9696 -1.5547 -0.128
H 0.8189 4.3136 -1.5847 0.067
H 0.3129 3.1846 -0.4077 0.045
H -0.0491 4.8456 -0.1037 0.073
H -1.9601 3.5816 -0.9977 0.015
C 2.3519 2.6226 4.3353 -0.078
O 2.2659 1.5136 3.3783 -0.155
H 1.4089 3.2206 4.4023 0.069
H 3.0929 3.2726 3.8643 0.090
H 2.4779 2.3296 5.3663 0.086
H 2.0289 0.6496 3.7233 0.072
C -3.8021 -0.7454 -0.5407 -0.165
O -4.2801 -1.2314 -1.7187 -0.099
H -4.1871 0.2476 -0.2697 0.097
H -2.7531 -0.7544 -0.6697 0.056
H -4.0111 -1.3094 0.3273 0.076
H -5.1941 -0.9834 -1.8467 0.116
C -0.5521 -2.8724 2.7383 -0.142
O -1.5531 -2.4974 1.7793 -0.179
H -0.1311 -3.8864 2.7033 0.075
H -1.0971 -2.8494 3.7213 0.095
H 0.1529 -2.0594 2.8503 0.040
H -1.4691 -3.0134 0.9043 0.046
C -1.9501 1.4986 -3.8347 -0.119
O -2.9161 1.2216 -2.8057 -0.137
H -1.1581 0.8386 -4.1307 0.052
H -1.2831 2.3006 -3.5077 0.063
H -2.4981 1.7466 -4.7307 0.084
H -3.1191 0.2666 -2.8527 0.061
C 3.1819 2.8426 0.3003 -0.140
O 2.3089 3.2246 1.2913 -0.114
H 3.9039 3.4596 -0.1317 0.068
H 2.6329 2.5716 -0.5707 0.047
H 3.7069 1.9216 0.6083 0.104
H 2.2589 2.5996 1.9423 -0.044
```

=====

(4)
A cluster of 18 separate species, C18H75N3O18 in total. Source: OMol25; level of theory: wB97M-V/def2-TZVPD.

Calculated values
ΔE to the lowest compared entry with this formula, charge and spin in eV: 0.000
Gap between HOMO and LUMO in eV: 7.80
E_HOMO in eV: -8.4512
Spin multiplicity: 1

XYZ file:
```
114
Properties=species:S:1:pos:R:3:lowdin_charge:R:1
C 13.3246 -10.0176 24.5636 -0.081
C 12.1584 -9.3481 23.9078 -0.334
O 11.2586 -8.8658 24.8717 -0.090
H 13.6068 -9.4439 25.4477 0.085
H 14.2235 -10.1327 23.9590 0.080
H 13.0424 -10.9852 24.9842 0.077
H 11.6041 -9.9281 23.1654 0.107
H 12.5519 -8.5129 23.3235 0.112
H 10.8371 -9.6256 25.2837 0.104
C 1.5489 -9.0917 23.1573 -0.064
C 1.9903 -7.6498 23.1403 -0.282
O 2.1358 -7.1340 21.8189 -0.113
H 0.5267 -9.2233 22.8043 0.081
H 1.5874 -9.5197 24.1596 0.078
H 2.2637 -9.6973 22.5981 0.060
H 2.9792 -7.4806 23.5754 0.112
H 1.3349 -6.9826 23.7044 0.115
H 2.3670 -6.2030 21.7830 0.102
C -0.1417 -9.1294 17.9314 -0.080
C 0.1072 -8.8198 19.4038 -0.320
O 1.4811 -9.0000 19.7181 -0.097
H 0.1653 -8.2333 17.3923 0.073
H -1.2079 -9.2836 17.7648 0.074
H 0.3974 -10.0298 17.6386 0.070
H -0.5519 -9.4585 19.9968 0.107
H -0.2320 -7.7900 19.5323 0.114
H 1.6324 -8.3612 20.4282 0.037
C 4.8597 -12.5533 24.2190 -0.059
C 4.9811 -11.9774 25.5983 -0.447
C 4.8500 -10.4602 25.5359 -0.192
O 4.9903 -9.8769 26.8471 -0.187
C 6.3455 -9.6350 27.1794 -0.102
N 3.9571 -12.4956 26.5040 0.058
H 5.7198 -12.4133 23.5651 0.064
H 3.9714 -12.1275 23.7444 0.074
H 4.6187 -13.6166 24.2533 0.091
H 5.9965 -12.1561 25.9601 0.112
H 3.8503 -10.1833 25.1966 0.118
H 5.5692 -10.0584 24.8179 0.102
H 6.7561 -8.9300 26.4554 0.074
H 6.9270 -10.5414 27.3617 0.080
H 6.2629 -9.1518 28.1545 0.090
H 3.0789 -12.4912 26.0015 0.072
H 3.8815 -11.9242 27.3337 0.066
C 8.0586 -13.2623 20.7817 -0.052
C 9.3450 -13.7715 21.4543 -0.447
C 9.0208 -14.8114 22.5552 -0.164
O 8.1249 -14.2954 23.5726 -0.198
C 8.6871 -13.3050 24.4030 -0.108
N 10.1376 -14.4578 20.4635 0.026
H 7.3394 -12.9918 21.5555 0.061
H 7.5765 -14.0055 20.1466 0.079
H 8.2978 -12.4149 20.1388 0.062
H 9.8754 -12.9295 21.9070 0.117
H 9.9162 -15.1971 23.0503 0.117
H 8.5155 -15.6772 22.1288 0.130
H 7.9124 -12.9404 25.0767 0.073
H 9.0370 -12.4054 23.8895 0.066
H 9.4985 -13.8055 24.9367 0.091
H 10.9936 -14.7810 20.9010 0.071
H 10.4763 -13.8157 19.7571 0.071
C 4.5657 -10.6771 20.9564 -0.044
C 5.2090 -9.5744 21.7943 -0.374
C 6.6825 -9.6948 21.9535 -0.173
O 7.1215 -8.9562 23.0939 -0.217
C 8.5267 -8.9057 23.2421 -0.102
N 4.9285 -8.3037 21.0823 0.086
H 5.1218 -10.9786 20.0673 0.073
H 3.5271 -10.5741 20.6431 0.058
H 4.5180 -11.5776 21.5743 0.062
H 4.7912 -9.5797 22.8035 0.123
H 7.2769 -9.4265 21.0770 0.129
H 6.9726 -10.7164 22.2197 0.112
H 8.7065 -8.6004 24.2730 0.087
H 8.9974 -8.1901 22.5647 0.068
H 9.0919 -9.8352 23.1314 0.080
H 5.5412 -7.6207 21.5230 0.035
H 4.0710 -7.9096 21.4575 0.052
O 8.1128 -5.3638 23.0594 -0.063
H 8.0936 -6.0485 22.3814 -0.009
H 8.7788 -5.6625 23.6914 0.006
O 4.3386 -8.8225 18.1852 -0.081
H 3.4620 -8.4353 18.1257 0.013
H 4.4652 -8.9803 19.1290 -0.033
O 6.3012 -6.8786 24.6693 -0.062
H 6.7910 -6.0924 24.4111 0.000
H 6.7325 -7.6011 24.1948 -0.023
O 6.7427 -12.1609 17.9601 -0.042
H 6.9680 -11.2939 17.6123 0.060
H 7.1220 -12.7808 17.3317 0.060
O 1.9214 -12.2144 19.3079 -0.051
H 1.9154 -11.2516 19.2993 0.008
H 2.7657 -12.4560 18.9130 0.011
O 3.4224 -14.5016 21.4673 -0.059
H 2.6979 -13.8756 21.3727 0.000
H 4.1019 -14.1772 20.8694 -0.013
O 7.7810 -6.7583 20.5322 -0.045
H 8.5706 -7.2588 20.2954 0.005
H 7.2155 -6.8129 19.7573 0.074
O 5.3958 -5.4033 21.7310 -0.049
H 5.7552 -4.6500 22.2053 0.041
H 6.1629 -5.9517 21.5451 -0.028
O 0.7730 -12.5001 21.9746 -0.056
H 1.1020 -12.1275 21.1494 -0.012
H -0.1111 -12.8085 21.7651 0.040
O 10.0829 -8.4104 20.1383 -0.037
H 10.6544 -8.8710 19.5191 0.060
H 10.6396 -7.7240 20.5167 0.055
O 4.4036 -13.5045 18.9922 -0.056
H 5.0258 -12.9182 18.5429 0.015
H 4.7370 -14.3891 18.8228 0.067
O 10.5599 -6.1596 24.2234 -0.037
H 11.1524 -5.9269 23.5049 0.052
H 10.6508 -7.1147 24.3216 -0.001
```